(1)
This record from the OMol25 dataset describes a molecular structure, C4H8O2 at a distorted geometry. The level of theory is ωB97M-V with the def2-TZVPD basis set.

The geometry in XYZ format:
```
14
Properties=species:S:1:pos:R:3
O 2.111 -0.130 0.671
C 1.109 0.266 -0.238
C -0.222 0.530 0.454
C -1.144 0.471 -0.762
O -1.124 -1.000 -0.657
C -0.790 -0.849 0.748
H 2.834 -0.492 0.144
H 0.773 -0.575 -0.908
H 1.407 1.166 -0.811
H -0.277 1.322 1.209
H -2.177 0.798 -0.658
H -0.700 0.909 -1.673
H -1.721 -0.840 1.321
H -0.080 -1.576 1.160
```

Energy relative to the best compared isomer or geometry (same formula, charge and spin) in eV: 2.6720
Net charge: 0


(2)
This record from the OMol25 dataset describes a molecular structure, C37H95N3O17 at a distorted geometry. The level of theory is ωB97M-V with the def2-TZVPD basis set.

The geometry in XYZ format:
```
152
Properties=species:S:1:pos:R:3
O -0.749 -0.881 -3.800
H -1.490 -1.194 -4.318
H -0.720 -1.467 -3.044
O 1.967 -1.053 -4.138
H 1.034 -1.266 -4.140
H 1.995 -0.098 -4.191
O -1.784 -3.463 -2.128
H -0.958 -2.994 -2.007
H -2.453 -2.779 -2.106
O -0.635 1.340 -3.934
H -0.848 0.440 -3.688
H -1.448 1.826 -3.791
C -6.612 -1.446 1.486
C -5.317 -0.915 2.021
C -4.223 -2.064 2.071
C -2.742 -1.624 2.385
C -2.399 -0.481 1.396
C -3.421 0.714 1.392
N -4.810 0.241 1.180
O -5.762 1.220 1.142
C -3.131 1.574 2.715
C -3.020 1.533 0.091
C -5.571 -0.476 3.538
H -7.468 -0.784 1.617
H -6.799 -2.473 1.802
H -6.511 -1.628 0.416
H -4.558 -2.896 2.690
H -4.242 -2.576 1.109
H -2.043 -2.459 2.330
H -2.741 -1.144 3.363
H -2.526 -1.033 0.465
H -1.351 -0.197 1.300
H -2.756 1.006 3.566
H -2.502 2.440 2.509
H -4.074 2.054 2.978
H -3.127 0.880 -0.775
H -3.667 2.379 -0.143
H -1.971 1.826 0.074
H -6.121 0.458 3.648
H -4.594 -0.351 4.005
H -6.042 -1.172 4.232
H -5.660 1.597 0.265
C 1.121 6.319 -0.168
C 1.206 5.104 0.675
C 0.217 5.386 1.797
C -0.182 4.059 2.600
C -0.708 3.023 1.650
C 0.330 2.579 0.667
N 0.765 3.859 -0.026
O 1.610 3.655 -1.080
C 1.416 1.742 1.319
C -0.428 1.680 -0.356
C 2.554 5.009 1.386
H 0.994 7.255 0.376
H 0.210 6.377 -0.764
H 1.959 6.297 -0.865
H 0.568 6.114 2.527
H -0.722 5.782 1.411
H -1.086 4.234 3.183
H 0.587 3.736 3.302
H -1.580 3.480 1.181
H -1.025 2.220 2.314
H 1.103 0.775 1.712
H 2.145 1.436 0.569
H 1.882 2.212 2.184
H -0.976 0.880 0.142
H -1.210 2.197 -0.913
H 0.210 1.356 -1.178
H 2.740 5.925 1.945
H 3.271 4.613 0.668
H 2.797 4.265 2.145
H 2.477 3.632 -0.668
C 4.297 0.567 -0.868
C 3.887 -0.747 -0.248
C 4.101 -1.857 -1.313
C 5.563 -2.336 -1.468
C 6.151 -2.709 -0.162
C 6.086 -1.578 0.904
N 4.673 -1.047 0.993
O 4.482 -0.085 2.042
C 6.448 -2.199 2.249
C 7.217 -0.496 0.725
C 2.413 -0.775 0.202
H 5.299 0.807 -1.224
H 4.085 1.397 -0.194
H 3.649 0.739 -1.728
H 3.491 -2.753 -1.200
H 3.652 -1.498 -2.240
H 6.161 -1.574 -1.968
H 5.675 -3.139 -2.196
H 7.182 -2.999 -0.365
H 5.620 -3.629 0.080
H 6.432 -1.542 3.119
H 5.793 -3.021 2.540
H 7.493 -2.496 2.154
H 8.238 -0.877 0.743
H 7.007 -0.021 -0.233
H 7.256 0.209 1.555
H 1.687 -0.604 -0.593
H 2.310 0.016 0.945
H 2.142 -1.740 0.630
H 4.080 -0.707 2.652
C 0.453 -1.162 -1.798
C -0.586 -0.187 -1.274
O -1.563 -0.822 -0.459
O -0.101 -2.351 -2.274
H 1.137 -1.427 -0.991
H 1.019 -0.611 -2.549
H -1.075 0.259 -2.140
H -0.067 0.578 -0.697
H -2.326 -1.131 -0.953
H 0.691 -2.871 -2.433
C -4.722 -1.560 -0.821
C -4.135 -1.631 -2.249
O -2.802 -1.370 -2.080
O -5.018 -0.212 -0.672
H -4.007 -1.774 -0.027
H -5.616 -2.174 -0.710
H -4.721 -1.080 -2.985
H -4.191 -2.672 -2.569
H -2.742 -0.455 -2.362
H -5.128 0.072 0.239
C -2.498 2.172 -1.970
C -3.706 1.442 -2.663
O -3.262 0.230 -3.309
O -1.893 3.066 -2.912
H -1.774 1.445 -1.601
H -2.972 2.646 -1.111
H -4.249 2.015 -3.414
H -4.436 1.111 -1.924
H -3.258 0.399 -4.254
H -1.204 3.569 -2.472
C 0.454 -0.509 1.472
C 1.436 -1.142 2.453
O 0.773 -1.614 3.579
O -0.417 -1.473 0.977
H 1.024 -0.173 0.606
H -0.175 0.308 1.822
H 2.252 -0.470 2.717
H 1.945 -1.985 1.985
H 0.163 -2.282 3.257
H -0.960 -1.032 0.320
C 2.022 -4.427 -1.775
C 3.135 -4.924 -0.900
O 2.750 -5.486 0.357
O 1.619 -3.046 -1.518
H 1.175 -5.113 -1.768
H 2.498 -4.362 -2.753
H 3.802 -4.075 -0.753
H 3.735 -5.666 -1.426
H 3.349 -6.199 0.591
H 1.199 -2.967 -0.658
```

Energy relative to the best compared isomer or geometry (same formula, charge and spin) in eV: 39.0606
Net charge: 0